No. 1
The following is a quantum chemistry calculation of a single C2H7NO2S molecule in a non-equilibrium geometry, from OMol25.

Its total energy is -683.726784 hartree. The calculation puts the frontier orbital gap at 9.334 eV.

CARTESIAN COORDINATES (ANGSTROEM)
H 1.969 -1.118 1.109
O -1.632 1.251 0.042
H -1.899 1.649 0.950
H -1.268 -1.592 0.694
O 2.604 0.659 -0.105
C -0.293 1.161 -0.270
S 1.870 -0.587 -0.156
N 0.269 -0.144 0.148
C -0.590 -1.266 -0.130
H 0.013 -2.142 -0.197
H -0.170 1.486 -1.401
H 0.275 1.830 0.363
H -1.149 -1.188 -1.047

No. 2
The following is a quantum chemistry calculation of a molecular structure, C43H35ClN4O4PtS3 in a non-equilibrium geometry, from OMol25.

Its total energy is -3953.750962 hartree. The calculation puts the frontier orbital gap at 8.003 eV.

CARTESIAN COORDINATES (ANGSTROEM)
C 5.099 -1.700 -2.985
C 3.882 -2.226 -2.403
H -3.188 -0.591 5.516
C 2.696 -0.292 -3.241
H 0.896 5.753 0.072
C -1.270 0.701 3.044
C 1.058 -1.855 4.499
C -1.788 2.887 -2.412
C -3.808 4.173 -2.737
C -1.456 0.382 0.580
C -1.722 0.442 4.306
C -3.050 -0.679 2.117
S 1.684 -0.766 0.114
H 3.218 -7.856 0.653
H 2.516 3.941 -0.234
C 3.840 1.418 -4.532
C -4.538 2.984 -2.747
C 1.013 0.924 0.127
S -1.695 0.153 -2.201
C 0.514 -2.657 3.504
H -0.040 -2.771 6.105
H -4.470 0.832 -2.620
H -0.062 -3.534 3.775
C 1.377 -1.201 1.818
C -0.297 1.301 0.363
C 5.047 -0.547 -3.666
C 0.106 5.032 0.245
H -4.572 5.727 -4.009
H -5.507 5.482 -2.538
C -2.539 1.724 -2.396
H -1.215 0.876 5.159
H 1.711 -2.805 6.312
N 0.301 -6.210 0.260
Pt 1.091 -2.364 -1.764
H -3.944 6.306 -2.469
C -1.170 5.444 0.492
H 3.996 -5.750 -0.578
Cl 1.055 -3.682 -3.620
C -1.916 0.141 1.913
H 3.692 2.250 -3.842
H -1.845 5.021 -2.576
H -4.590 -1.852 1.162
C 2.539 -7.079 0.344
C -2.191 4.493 0.713
H -4.355 -1.572 3.582
H 2.493 0.501 2.511
O 3.856 -3.302 -1.786
C -3.310 -0.939 -0.267
C -3.913 1.760 -2.584
H -2.703 2.436 0.830
S -0.360 -3.887 -0.782
C 0.876 -2.200 5.950
H 0.237 -2.962 1.394
C -4.496 5.495 -2.944
C 2.969 -5.963 -0.313
C 1.935 -0.383 2.795
C -2.171 -0.130 -0.471
N 2.085 -5.026 -0.675
C 1.738 3.207 -0.062
H 2.464 -4.183 -1.152
H -1.406 6.500 0.518
C -3.729 -1.216 0.996
C 2.027 1.879 -0.100
C 1.162 -7.144 0.597
C 0.427 3.652 0.207
O -2.495 -0.842 -2.963
C -2.841 -0.392 4.510
C 1.780 -0.721 4.124
H -0.710 2.839 -2.311
O 1.688 0.394 -3.328
H 4.777 1.549 -5.068
H -3.204 4.828 0.898
H 0.745 -8.006 1.108
H -3.803 -1.353 -1.138
H 6.016 -2.253 -2.864
C -3.489 -0.938 3.439
N 3.887 0.154 -3.816
H -5.612 3.021 -2.890
H 3.011 1.413 -5.235
C 0.755 -5.117 -0.385
H 5.919 -0.107 -4.132
C -0.593 2.699 0.427
C 0.683 -2.345 2.162
H 2.209 -0.085 4.890
H -0.406 1.335 2.897
O 3.138 -0.572 0.005
C -1.912 3.159 0.679
C -2.429 4.108 -2.573
H 3.029 1.521 -0.294
H 0.830 -1.302 6.566
N 2.745 -1.479 -2.575

No. 3
The following is a quantum chemistry calculation of a gas-phase ion, C6H15NO (charge +1) in a non-equilibrium geometry, from OMol25.

Its total energy is -367.207515 hartree. The calculation puts the frontier orbital gap (spin up / spin down) at 12.341 / 6.920 eV. Its multiplicity is 2. As for the total charge: +1.

CARTESIAN COORDINATES (ANGSTROEM)
H -1.347 2.042 0.571
H -0.821 -0.445 -2.132
C -0.803 1.234 0.974
N 0.756 -0.540 0.050
H -0.530 -0.363 2.509
C -1.336 -0.214 -1.197
O 0.940 -2.197 -1.701
H 0.807 2.826 0.960
H -2.181 0.482 -1.387
C -1.207 0.403 2.160
H 0.388 1.211 -0.980
C 0.545 1.934 1.490
H 1.361 -0.223 -2.124
H -2.144 -0.011 1.988
H 2.469 -1.110 -1.085
H -1.380 1.074 3.082
C 1.426 -1.011 -1.315
H 0.141 -2.213 -2.214
C -0.278 0.468 -0.372
H -1.789 -1.025 -0.625
H 0.567 2.227 2.494
H 0.236 -1.216 0.472
H 1.337 1.218 1.279

No. 4
The following is a quantum chemistry calculation of a molecular structure, C20H46IrO3P4Se in a non-equilibrium geometry, from OMol25.

Its total energy is -4884.964514 hartree. The calculation puts the frontier orbital gap (spin up / spin down) at 6.461 / 5.074 eV. Its multiplicity is 6. As for the total charge: +4.

CARTESIAN COORDINATES (ANGSTROEM)
C -0.694 -3.526 1.560
H -1.897 -0.536 5.641
H -2.621 -1.295 -0.639
H -1.355 -2.591 -7.227
H -1.344 -2.083 4.925
C 0.234 -0.807 -5.589
C 0.517 3.954 1.084
H 1.788 1.446 3.699
H -0.384 -2.524 -4.458
P -0.313 -1.049 2.493
H 2.231 -1.954 -0.815
H 0.051 0.560 -0.915
H 0.832 2.301 -4.373
C -2.862 -0.256 -0.908
C -3.394 0.567 1.793
H 4.458 -0.400 1.305
H 1.152 -0.580 4.935
P -2.246 0.857 0.399
H 3.084 -1.336 1.987
H -2.403 -0.016 -1.875
C 1.764 2.377 3.121
C -0.135 -1.463 -4.413
H 0.874 1.016 -6.513
O -1.252 -2.292 2.076
H 3.072 2.568 0.397
H -0.360 -4.149 2.400
H 0.208 -4.956 -5.946
C -0.176 -0.758 -3.200
Se 0.098 1.938 -1.816
H 1.681 3.219 3.820
H 2.790 2.037 -1.286
C 0.149 0.609 -3.207
C -0.522 -3.276 -7.017
H -1.506 -4.039 1.035
H -1.959 3.061 2.636
O -1.119 -0.340 3.752
H -2.277 2.720 -1.177
H -4.400 0.870 1.480
H -2.382 3.317 0.503
C 0.581 0.546 -5.581
H 2.700 2.481 2.563
H -0.452 -1.248 -2.266
H -3.095 1.153 2.669
H 3.350 0.351 2.487
C -2.713 2.532 -0.186
P 0.315 2.390 2.009
H 3.767 -1.119 -1.189
C 2.681 -0.986 -1.075
H -3.808 2.578 -0.266
C 0.553 1.248 -4.392
P 2.342 0.210 0.273
H 4.276 1.532 -0.416
H 0.601 4.784 1.799
C -1.049 2.761 3.165
Ir 0.078 0.376 0.862
C -0.661 -4.332 -6.196
H 0.141 -3.378 0.855
H -0.344 4.140 0.434
C 3.414 -0.348 1.645
O 1.013 -1.733 3.126
H -3.951 -0.151 -0.986
H -1.656 -4.639 -5.850
H -0.743 3.586 3.821
H 1.102 -2.365 5.099
H 2.254 -0.644 -2.028
H 2.561 -1.561 4.478
H -3.396 -0.498 2.054
H -2.884 -1.304 4.378
C 3.199 1.738 -0.310
H 1.421 3.931 0.468
H 0.422 -3.112 -7.564
C -1.863 -1.132 4.726
C 1.467 -1.533 4.491
H -1.261 1.879 3.778
H 0.255 -1.322 -6.541